Density functional theory data (ωB97M-V/def2-TZVPD) for the molecule C5H14N2 at a distorted geometry.

Frontier orbital gap   9.861 eV
E_LUMO   1.15 eV
SMILES   CNCC[C@H](C)N
Total charge   0
Energy above the lowest of the compared OMol25 structures with the same formula, charge and spin   138.02 kJ/mol
Spin multiplicity   1
E   -8391.188 eV

Each line ends with the natural charge from an NBO analysis.
Cartesian coordinates (Å):
C -1.55188 2.65098 -0.09727  -0.420
N -1.21843 1.33228 0.40575  -0.651
C -0.98640 0.41135 -0.74589  -0.223
C 0.45723 -0.09317 -0.82223  -0.420
C 0.77428 -1.02900 0.30732  -0.054
C 2.16263 -0.87679 0.93864  -0.637
N 0.35034 -2.44546 -0.06677  -0.823
H -2.49168 2.65078 -0.63946  0.170
H -1.69506 3.33711 0.76128  0.196
H -0.72428 3.17187 -0.57391  0.200
H -1.86070 0.87002 1.02460  0.366
H -1.44320 0.75178 -1.66881  0.185
H -1.49944 -0.52166 -0.47747  0.191
H 1.07124 0.82182 -0.74573  0.201
H 0.61953 -0.48037 -1.83204  0.214
H 0.11466 -0.85272 1.16526  0.178
H 2.92689 -0.74383 0.14578  0.197
H 2.60223 -1.76883 1.38866  0.217
H 2.13856 0.06333 1.48736  0.225
H 1.20939 -2.81624 -0.46858  0.340
H 0.22994 -2.90087 0.82850  0.347

***

Density functional theory data (ωB97M-V/def2-TZVPD) for an isolated ion of composition C5H14N2 and charge +1 at a distorted geometry.

Frontier orbital gap (spin up / spin down)   10.695 / 5.256 eV
E_LUMO (spin up / spin down)   -2.95 / -8.36 eV
Total charge   +1
Energy above the lowest of the compared OMol25 structures with the same formula, charge and spin   170.38 kJ/mol
Spin multiplicity   2
E   -8382.644 eV

Each line ends with the Mulliken spin population.
Cartesian coordinates (Å):
C -1.17770 1.83879 1.20452  0.015
N -0.17484 1.78277 0.13142  0.742
C 1.73102 -1.57427 0.47634  0.007
C 0.87196 -0.39135 0.93860  0.103
C 0.34667 0.42419 -0.27647  0.017
C -0.84067 -0.28396 -1.00320  0.016
N -0.63564 -1.61968 -1.52668  0.002
H -2.04554 1.25611 0.88190  0.000
H -0.72111 1.44554 2.13537  0.053
H -1.56447 2.87121 1.25610  0.018
H 0.63954 2.21119 0.59209  -0.014
H 2.14092 -2.18624 1.27983  0.014
H 1.17444 -2.25451 -0.16654  0.000
H 2.60094 -1.16946 -0.04034  0.001
H 1.53053 0.24918 1.53248  -0.001
H -0.04798 -0.75105 1.42617  0.015
H 1.18861 0.41205 -0.97410  0.017
H -1.16565 0.40168 -1.79949  -0.005
H -1.58680 -0.25335 -0.22168  -0.001
H -1.46388 -2.20746 -1.50867  0.000
H -0.61920 -1.44893 -2.53131  0.000

***

> spin multiplicity of number 1 (C5H14N2)?

1

***

Please write out number 2 again, unchanged.
Density functional theory data (ωB97M-V/def2-TZVPD) for an isolated ion of composition C5H14N2 and charge +1 at a distorted geometry.

Frontier orbital gap (spin up / spin down)   10.695 / 5.256 eV
E_LUMO (spin up / spin down)   -2.95 / -8.36 eV
Total charge   +1
Energy above the lowest of the compared OMol25 structures with the same formula, charge and spin   170.38 kJ/mol
Spin multiplicity   2
E   -8382.644 eV

Each line ends with the Mulliken spin population.
Cartesian coordinates (Å):
C -1.17770 1.83879 1.20452  0.015
N -0.17484 1.78277 0.13142  0.742
C 1.73102 -1.57427 0.47634  0.007
C 0.87196 -0.39135 0.93860  0.103
C 0.34667 0.42419 -0.27647  0.017
C -0.84067 -0.28396 -1.00320  0.016
N -0.63564 -1.61968 -1.52668  0.002
H -2.04554 1.25611 0.88190  0.000
H -0.72111 1.44554 2.13537  0.053
H -1.56447 2.87121 1.25610  0.018
H 0.63954 2.21119 0.59209  -0.014
H 2.14092 -2.18624 1.27983  0.014
H 1.17444 -2.25451 -0.16654  0.000
H 2.60094 -1.16946 -0.04034  0.001
H 1.53053 0.24918 1.53248  -0.001
H -0.04798 -0.75105 1.42617  0.015
H 1.18861 0.41205 -0.97410  0.017
H -1.16565 0.40168 -1.79949  -0.005
H -1.58680 -0.25335 -0.22168  -0.001
H -1.46388 -2.20746 -1.50867  0.000
H -0.61920 -1.44893 -2.53131  0.000